# C3H6ClN3

A 2-piece molecular cluster, C3H6ClN3 overall (ωB97M-V/def2-TZVPD, the OMol25 dataset).

Summary:
highest occupied orbital energy (spin up / spin down): -7.97 / -7.97 eV
electronic energy: -20195.830 eV
energy above the lowest of the compared OMol25 structures with the same formula, charge and spin: 4.9011 eV

Structure (ORCA input):
```
! wB97M-V def2-TZVPD RIJCOSX def2/J DEFGRID3
* xyz 0 1
C -0.874 0.184 -0.697
C -0.305 1.210 -0.061
C -0.593 -1.156 -0.011
N 0.256 -0.557 1.087
N 0.468 0.772 1.022
N 2.089 1.228 0.009
Cl 2.782 -0.310 -0.252
H -1.479 0.188 -1.565
H -0.604 2.201 -0.400
H -1.613 -1.536 0.315
H 0.080 -1.606 -0.711
H 1.003 -1.139 1.355
H 2.538 1.676 0.823
*
```

natural (NBO) atomic charge list, values in e, 2 entries: -0.22, -0.06

# C3H6ClN3

C3H6ClN3 in the gas phase (ωB97M-V/def2-TZVPD, the OMol25 dataset).

Summary:
<S²>: 2.009
highest occupied orbital energy (spin up / spin down): -5.89 / -9.20 eV
electronic energy: -20194.977 eV
energy above the lowest of the compared OMol25 structures with the same formula, charge and spin: 0.0000 eV

Structure (ORCA input):
```
! wB97M-V def2-TZVPD RIJCOSX def2/J DEFGRID3
* xyz 0 3
C -0.267 0.052 -0.607
C 0.922 0.323 0.571
C -1.636 0.684 -0.336
N -0.342 -1.381 -0.692
N 0.458 -2.003 0.010
N 1.197 -1.100 0.825
Cl 2.360 1.000 -0.140
H 0.188 0.389 -1.518
H 0.817 0.887 1.534
H -1.865 0.406 0.673
H -2.351 0.387 -1.061
H -1.581 1.712 -0.568
H 2.101 -1.356 1.310
*
```

natural (NBO) atomic charge list, values in e, 2 entries: -0.08, -0.13

# C3H6ClNO2

C3H6ClNO2 in the gas phase (ωB97M-V/def2-TZVPD, the OMol25 dataset).

Summary:
highest occupied orbital energy: -9.97 eV
electronic energy: -21314.648 eV
energy above the lowest of the compared OMol25 structures with the same formula, charge and spin: 1.4721 eV
SMILES: OC/N=C(\O)CCl

Structure (ORCA input):
```
! wB97M-V def2-TZVPD RIJCOSX def2/J DEFGRID3
* xyz 0 1
O 2.908 -0.527 0.217
C 1.829 0.368 0.208
N 0.613 -0.353 0.146
C -0.571 0.142 -0.013
O -0.785 1.485 -0.145
C -1.745 -0.728 -0.262
Cl -3.296 -0.264 0.597
H 2.862 -1.230 0.954
H 1.753 1.200 0.990
H 1.891 0.888 -0.717
H -1.684 1.539 -0.399
H -2.127 -0.731 -1.350
H -1.648 -1.789 -0.225
*
```

natural (NBO) atomic charge list, values in e, 2 entries: -0.71, 0.07

# C3H6ClNO2

A 2-piece molecular cluster, C3H6ClNO2 overall (ωB97M-V/def2-TZVPD, the OMol25 dataset).

Summary:
highest occupied orbital energy: -9.81 eV
electronic energy: -21314.885 eV
energy above the lowest of the compared OMol25 structures with the same formula, charge and spin: 1.2352 eV

Structure (ORCA input):
```
! wB97M-V def2-TZVPD RIJCOSX def2/J DEFGRID3
* xyz 0 1
C -1.314 0.822 -0.801
C -0.702 0.408 0.624
C 1.425 -0.579 0.830
N 0.708 0.505 0.665
O -2.233 1.564 -0.868
O -0.793 0.204 -1.832
Cl 0.956 -1.953 -1.211
H -0.868 -0.681 0.686
H -1.230 1.065 1.304
H 2.425 -0.607 0.513
H 0.968 -1.544 1.371
H 0.975 1.436 0.354
H -0.317 -0.639 -1.633
*
```

natural (NBO) atomic charge list, values in e, 2 entries: 0.78, -0.36

Question: Which of these has the highest electronic energy?
Answer: number 2

Question: energy above the lowest of the compared OMol25 structures with the same formula, charge and spin of number 4 (C3H6ClNO2)?
Answer: 1.2352 eV

Question: Look up the energy above the lowest of the compared OMol25 structures with the same formula, charge and spin of the third one.
Answer: 1.4721 eV